[1]
The following is a quantum chemistry calculation of the molecule C3H5N3, from OMol25.

Each line ends with the Mulliken charge.
Element x y z (Å)
1 N 1.425760 0.582850 1.238744  -0.212
2 C 0.308859 0.143964 0.322108  0.485
3 N -0.418070 0.914638 -0.394923  -0.791
4 N -1.366453 0.226227 -1.169681  0.235
5 C -1.539043 -1.064178 -1.201261  -0.556
6 C 0.911152 -0.820827 1.011525  -0.323
7 H 2.245068 0.971429 0.773845  0.268
8 H 1.212673 1.037026 2.123274  0.263
9 H -1.906351 0.922335 -1.678922  0.259
10 H -2.393537 -1.217999 -1.891572  0.156
11 H 1.519942 -1.695464 0.866863  0.216

Atoms 1-6, force components in eV/Å:
0.2 0.5 0.2
0.0 0.0 0.0
0.2 -0.1 0.2
-0.1 -0.4 0.0
-0.1 0.5 -0.2
-0.2 -0.1 -0.2

[2]
The following is a quantum chemistry calculation of a structure of composition C25H27BrLaN6O5S in a non-equilibrium geometry, from OMol25.

Its total charge is +1.

Each line ends with the Mulliken charge.
Element x y z (Å)
1 La 0.611802 -0.487489 0.284517  1.088
2 C 3.994502 -3.789189 1.559017  -1.562
3 C 3.184602 -2.733389 0.870717  0.769
4 N 2.075802 -2.262989 1.373517  0.898
5 N 1.695402 -2.806589 2.542517  -1.283
6 C 0.719102 -2.294189 3.247017  0.524
7 N 0.367302 -3.000489 4.340317  -0.410
8 S -0.129598 -0.816889 2.992317  -0.519
9 C 3.651502 -2.200989 -0.399883  0.263
10 C 4.812302 -2.697189 -1.009483  -0.704
11 C 5.256202 -2.141589 -2.191283  -0.537
12 C 4.528202 -1.101989 -2.751083  -0.801
13 C 3.386602 -0.667489 -2.093983  -0.206
14 N 2.949902 -1.187489 -0.952083  0.060
15 H 3.525002 -4.038989 2.506317  0.364
16 H 5.010302 -3.443589 1.741617  0.365
17 H 4.039602 -4.678089 0.933417  0.365
18 H 0.912102 -3.811989 4.581817  0.225
19 H -0.203298 -2.562789 5.042117  0.223
20 H 5.362902 -3.500389 -0.553083  0.397
21 H 6.157802 -2.502789 -2.661483  0.434
22 H 4.845502 -0.637489 -3.669783  0.452
23 H 2.801202 0.150611 -2.495183  0.447
24 O 1.998602 5.907011 0.564017  -0.521
25 C 1.808302 4.632111 0.907317  0.883
26 C 2.840902 3.708511 1.097017  -0.758
27 C 2.525302 2.405011 1.424717  -0.483
28 N 1.277002 1.954911 1.544517  -0.271
29 C 0.314002 2.851211 1.371617  0.318
30 Br -1.443098 2.172011 1.519617  -0.097
31 C 0.493502 4.185011 1.082017  -0.627
32 H 2.933102 6.128211 0.447017  0.312
33 H 3.872702 4.001711 0.975217  0.359
34 H 3.310402 1.679411 1.601417  0.463
35 H -0.331798 4.870711 0.964917  0.494
36 O -1.199098 -2.346189 0.352417  -0.742
37 C -2.094198 -1.523289 0.172517  0.644
38 O -1.916698 -0.296489 -0.056783  -0.583
39 C -3.599898 -1.917089 0.231217  0.115
40 N -4.323098 -0.625589 0.088517  -0.038
41 C -4.872698 -0.284089 1.421817  -0.403
42 C -5.190998 -1.636389 2.040917  -0.669
43 C -4.014498 -2.504389 1.588117  -0.616
44 H -3.811398 -2.592689 -0.596783  0.446
45 H -5.045498 -0.641189 -0.629783  0.408
46 H -3.493998 0.020611 -0.159083  0.220
47 H -5.737598 0.369811 1.336717  0.478
48 H -4.089298 0.218811 1.990817  0.062
49 H -6.132598 -2.030889 1.656417  0.302
50 H -5.256598 -1.575389 3.123517  0.380
51 H -4.292098 -3.552889 1.503317  0.376
52 H -3.187698 -2.432989 2.294517  0.211
53 O -0.077098 -0.358889 -2.019383  -0.887
54 C -0.045498 0.889611 -1.887183  1.262
55 O 0.707902 1.421311 -1.013483  -0.637
56 C -0.937398 1.777211 -2.683783  -0.117
57 C -1.991298 1.225911 -3.406383  -0.376
58 C -2.866598 2.057811 -4.079683  -0.778
59 C -2.688598 3.432611 -4.034583  -0.342
60 C -1.635798 3.986111 -3.321183  -0.870
61 C -0.762298 3.159411 -2.639483  -0.042
62 H -2.099698 0.149611 -3.423083  0.487
63 H -3.685398 1.639911 -4.647583  0.419
64 H -3.377198 4.072311 -4.563083  0.420
65 H -1.503498 5.057611 -3.305283  0.426
66 H 0.066802 3.557411 -2.071483  0.520

Atoms 1-6, force components in eV/Å:
0.6 -0.7 1.2
-0.2 0.0 0.1
-0.6 -0.2 1.0
0.8 0.0 -0.1
0.2 -1.2 0.7
0.1 0.3 -0.4

[3]
The following is a quantum chemistry calculation of the molecule C3H4N4O in a non-equilibrium geometry, from OMol25.

Its structure (SMILES) is Nc1cnnc(=O)[nH]1.

Each line ends with the Mulliken charge.
Element x y z (Å)
1 N -1.567667 -0.714132 0.694819  -0.424
2 C -0.360843 -0.206243 0.426707  0.804
3 C 0.883433 -0.545606 0.948751  -0.335
4 N 1.996683 -0.170766 0.398859  -0.264
5 N 2.030485 0.579355 -0.715617  -0.420
6 C 0.802270 0.984423 -1.284560  0.325
7 O 0.773473 1.562175 -2.335037  -0.558
8 N -0.371259 0.618131 -0.603103  -0.157
9 H -1.673912 -1.348291 1.464531  0.216
10 H -2.245143 -0.708992 -0.037282  0.229
11 H 0.917115 -1.239310 1.808980  0.301
12 H -1.184634 1.189257 -0.767048  0.283

Atoms 1-6, force components in eV/Å:
-0.2 -0.3 1.5
0.5 -0.7 -0.3
-2.0 -1.5 1.7
1.4 2.1 -2.6
-0.7 -1.2 1.8
1.7 -0.6 0.3

| no. | calculated total energy (hartree) |
| --- | --- |
| 1 | -281.3494 |
| 2 | -4677.4340 |
| 3 | -410.9450 |